1.
Molecular formula: C17H34OP2Ru
Method: DFT, the ωB97M-V functional and the def2-TZVPD basis

Properties
Kohn-Sham gap (spin up / spin down): 6.28 / 5.73 eV
Charge: +2
Energy above the lowest of the compared OMol25 structures with the same formula, charge and spin: 298.69 kcal per mole
E_tot: -41354.8677 eV
Multiplicity: 5
<S²>: 6.052

Geometry as XYZ:
```
55
C17H34OP2Ru (the ωB97M-V functional and the def2-TZVPD basis)
P -1.109 -1.795 -0.469
P -0.176 2.086 -1.112
C -1.250 -0.487 -1.897
C 0.001 0.356 -2.036
H -2.127 -0.053 -1.386
H -1.572 -0.958 -2.839
H 0.930 -0.070 -1.559
H 0.198 0.656 -3.070
C -2.031 2.292 -1.343
H -2.438 2.992 -0.578
H -2.649 1.351 -1.250
H -2.171 2.688 -2.386
C 0.607 3.015 -2.530
H 0.028 2.865 -3.464
H 1.638 2.676 -2.697
H 0.694 4.078 -2.302
C -2.324 -3.142 -0.715
H -2.117 -3.822 0.125
H -2.228 -3.664 -1.685
H -3.255 -2.583 -0.559
C 0.123 -2.634 -2.018
H 0.925 -1.965 -2.382
H -0.539 -2.814 -2.892
H 0.623 -3.582 -1.754
Ru -2.327 -0.559 0.822
C 2.726 2.319 0.083
C 1.350 2.200 0.209
C 0.666 0.679 0.685
C 1.313 -0.588 1.260
C 2.393 -1.605 0.505
C 3.243 -1.168 -0.484
C 3.839 0.259 -0.518
C 3.565 1.203 0.664
C -2.556 -1.791 2.606
H 3.304 3.226 -0.252
H 0.940 2.972 0.961
H -0.043 0.271 -0.125
H -0.165 1.152 1.256
H 1.582 -0.447 2.338
H 0.316 -1.066 1.505
H 1.812 -2.634 0.495
H 3.860 -1.900 -1.211
H 3.679 0.780 -1.478
H 4.898 0.044 -0.408
H 3.189 0.659 1.589
H 4.566 1.584 1.005
H -1.590 -1.518 3.188
H -2.696 -2.891 2.684
H -3.462 -1.375 3.167
C -2.647 0.261 3.876
C -1.933 0.487 2.538
O -1.019 1.259 2.906
H -3.526 -0.325 3.983
H -3.063 1.165 4.305
H -1.991 -0.140 4.642
```

2.
Molecular formula: C4H6
Method: DFT, the ωB97M-V functional and the def2-TZVPD basis

Properties
Kohn-Sham gap (spin up / spin down): 7.48 / 7.44 eV
Energy above the lowest of the compared OMol25 structures with the same formula, charge and spin: 70.85 kcal per mole
E_tot: -4240.8883 eV
Multiplicity: 1

Geometry as XYZ:
```
10
C4H6 (the ωB97M-V functional and the def2-TZVPD basis)
C -0.222 -1.203 -0.704
C 0.014 -0.404 0.528
C 0.150 0.944 0.652
C -0.118 1.848 -0.426
H 0.627 -1.892 -0.822
H -0.307 -0.575 -1.593
H -1.108 -1.840 -0.588
H 0.180 -0.989 1.435
H 0.517 1.271 1.627
H 0.267 2.841 -0.110
```

3.
Molecular formula: C2H4N4
Method: DFT, the ωB97M-V functional and the def2-TZVPD basis

Properties
Kohn-Sham gap: 9.07 eV
Energy above the lowest of the compared OMol25 structures with the same formula, charge and spin: 109.12 kcal per mole
E_tot: -8094.5820 eV
Multiplicity: 1

Geometry as XYZ:
```
10
C2H4N4 (the ωB97M-V functional and the def2-TZVPD basis)
N -1.505 0.179 0.451
C -0.159 0.183 0.024
C 0.880 1.198 0.284
N 2.061 0.444 0.135
N 1.835 -0.823 -0.074
N 0.535 -1.040 -0.127
H -2.168 -0.034 -0.290
H -1.729 1.090 0.844
H 0.065 0.784 -0.970
H 0.184 -1.980 -0.275
```

4.
Molecular formula: C4H8N2O
Method: DFT, the ωB97M-V functional and the def2-TZVPD basis

Properties
Kohn-Sham gap: 9.26 eV
Structure (SMILES): Cc1cnc[nH]1.O
Energy above the lowest of the compared OMol25 structures with the same formula, charge and spin: 50.82 kcal per mole
E_tot: -9304.1894 eV
Multiplicity: 1

Geometry as XYZ:
```
15
C4H8N2O (the ωB97M-V functional and the def2-TZVPD basis)
C -1.940 0.429 -1.096
C -1.028 0.930 -0.011
C -1.244 0.928 1.332
N -0.220 1.580 1.984
C 0.301 2.349 1.072
N -0.008 1.855 -0.203
H -1.643 -0.551 -1.462
H -1.941 1.109 -1.952
H -2.946 0.547 -0.696
H -2.006 0.356 1.835
H 0.694 3.337 1.237
H 0.735 1.785 -0.881
H 3.567 -5.676 -0.535
H 4.134 -4.166 -0.514
O 3.546 -4.813 -0.111
```

5.
Molecular formula: CH4N2O2S
Method: DFT, the ωB97M-V functional and the def2-TZVPD basis

Properties
Kohn-Sham gap: 9.44 eV
Energy above the lowest of the compared OMol25 structures with the same formula, charge and spin: 97.40 kcal per mole
E_tot: -19007.7004 eV
Multiplicity: 1

Geometry as XYZ:
```
10
CH4N2O2S (the ωB97M-V functional and the def2-TZVPD basis)
C 0.279 0.043 0.179
N -2.023 0.010 0.201
N 1.375 -0.811 -0.274
O -3.036 -0.534 -0.033
O -0.868 -0.651 -0.269
S 0.405 1.831 -0.036
H 0.283 0.050 1.686
H 1.453 -1.655 0.235
H 2.175 -0.255 -0.413
H -0.044 1.972 -1.275
```

6.
Molecular formula: H4N2O2
Method: DFT, the ωB97M-V functional and the def2-TZVPD basis

Properties
Kohn-Sham gap: 9.92 eV
Structure (SMILES): [H]/N=N\[H].OO
Energy above the lowest of the compared OMol25 structures with the same formula, charge and spin: 31.11 kcal per mole
E_tot: -7135.0671 eV
Multiplicity: 1

Geometry as XYZ:
```
8
H4N2O2 (the ωB97M-V functional and the def2-TZVPD basis)
H -0.765 -0.844 -0.313
H -1.273 0.870 0.163
H 1.180 1.100 -0.680
H 2.000 -0.505 1.016
N -1.824 -0.807 -0.229
N -2.118 0.326 0.233
O 0.821 0.279 -0.261
O 1.980 -0.421 0.071
```

- Which of these has the lowest energy above the lowest of the compared OMol25 structures with the same formula, charge and spin?
  H4N2O2